Molecular formula: C30H80N2O11
Method: DFT, wB97M-V/def2-TZVPD

```
123
Properties=species:S:1:pos:R:3:forces:R:3
C -23.8390 2.7264 5.0317 -1.2299 0.1388 -0.3137
C -22.3752 2.6478 5.4581 -0.4524 0.2741 -0.9182
C -22.0359 3.9916 6.1531 1.0022 0.5795 0.4920
C -20.7517 4.0982 6.9861 -0.7562 -2.9401 0.7159
C -20.6836 2.8421 7.9248 -1.1810 1.6050 -1.3466
C -20.9311 1.4974 7.1685 0.6217 1.1515 0.1982
N -22.2243 1.5123 6.3696 1.6173 2.5745 2.2906
O -22.5844 0.2683 5.8762 -0.0075 -0.4878 -0.0177
C -19.6396 1.1578 6.3455 -8.2120 5.2150 3.1145
C -21.1250 0.5333 8.3120 -0.1513 -1.5198 0.1198
C -21.5659 2.6138 4.1376 -1.7781 -1.7960 2.0651
H -24.5762 2.7485 5.8343 0.4135 0.3491 0.5938
H -24.2675 1.9247 4.4302 0.8053 -0.4805 -0.2870
H -24.0122 3.6116 4.4197 0.1276 0.2184 0.1025
H -21.7022 4.7245 5.4186 -1.3255 0.1193 -0.7668
H -22.8627 4.3908 6.7405 -0.2317 -0.1864 -0.1584
H -20.7418 5.0595 7.4997 -0.2376 -0.1953 0.5287
H -19.8897 4.1934 6.3258 -1.5426 -1.8640 0.9472
H -21.5120 2.9628 8.6229 0.1310 -0.0237 0.4316
H -19.7284 2.8542 8.4497 -0.1302 -0.4634 0.2820
H -19.8668 0.3515 5.6482 -4.0103 2.9661 1.8792
H -19.1651 1.9784 5.8075 -2.5080 -0.5715 0.4474
H -18.8732 0.7404 6.9986 -3.0283 2.9712 1.7747
H -21.3876 -0.4630 7.9563 0.1132 -0.2547 -0.1330
H -20.2261 0.4025 8.9146 0.1748 0.1855 -0.0666
H -21.9268 0.7874 9.0053 -0.0875 0.4364 -0.1524
H -21.9472 3.3444 3.4242 -0.9599 -0.2993 1.9905
H -21.7308 1.6388 3.6791 -0.4446 0.9881 0.0696
H -20.4834 2.6570 4.2576 -1.6950 0.3977 1.4355
H -23.2507 -0.0260 6.5015 -0.2182 -0.0600 0.0390
C -16.6755 -1.8884 6.3287 -0.0190 -0.6628 0.2315
C -17.5827 -1.3280 5.2428 0.6607 -0.4370 -0.5019
C -16.7713 -0.7648 4.0585 0.4673 -5.3062 -0.8310
C -16.1643 -1.8025 3.0323 -1.0150 -0.7520 1.8834
C -17.3353 -2.6488 2.5467 0.0236 0.1843 0.5270
C -18.1801 -3.2856 3.6855 0.4850 -0.8170 0.1386
N -18.5722 -2.2968 4.7079 0.5669 0.7409 -1.8432
O -19.3386 -2.9425 5.6790 0.0498 -0.1521 0.8371
C -19.4583 -3.8719 3.0024 0.7203 0.0963 -0.2026
C -17.3415 -4.4745 4.2702 -0.5988 -0.0167 -0.1758
C -18.3898 -0.1653 5.8063 5.8958 -6.9119 -4.0155
H -17.2120 -2.6610 6.8794 0.0273 -0.1848 -0.0513
H -16.4180 -1.1523 7.0903 0.2444 0.0311 -0.2473
H -15.7629 -2.3199 5.9175 0.0796 -0.0500 0.1218
H -17.4144 -0.1985 3.3849 -0.7881 -1.2936 0.6578
H -15.8997 -0.2115 4.4080 -0.5164 -1.9253 0.9542
H -15.4469 -2.4213 3.5712 0.2883 -0.1204 -0.1241
H -15.6270 -1.3087 2.2226 -0.0594 0.1618 -0.1190
H -17.0315 -3.4906 1.9244 0.1246 0.0580 -0.2023
H -17.9932 -2.0085 1.9592 1.0718 -0.5057 0.8976
H -20.0940 -3.1075 2.5556 0.4065 -0.4148 0.1924
H -19.0967 -4.4660 2.1631 -0.0654 -0.2513 -0.0034
H -20.0653 -4.5244 3.6299 0.1645 0.0511 0.2178
H -16.3308 -4.2218 4.5909 -0.0883 0.2667 -0.0065
H -17.8516 -4.9654 5.0990 -0.0735 0.1930 0.1263
H -17.2506 -5.2388 3.4985 0.0732 -0.0083 -0.1322
H -18.9245 0.3153 4.9870 2.9074 -1.8631 -1.1534
H -17.8065 0.6306 6.2694 0.6735 -2.4837 -2.1249
H -19.1600 -0.4601 6.5191 2.0681 -3.5308 -0.5704
H -20.2216 -2.5908 5.5440 -0.1134 -0.0704 0.4000
C -16.5776 1.5025 7.4040 -0.3405 0.5383 0.6643
C -17.4843 2.5229 6.6247 2.2597 -0.3724 2.4783
O -16.9079 3.7989 6.5615 1.7441 -0.3696 1.1009
H -16.3738 1.7002 8.4564 -0.1158 0.6361 -0.0683
H -15.6273 1.3886 6.8824 -0.0032 -0.1225 0.6570
H -17.0540 0.5222 7.3978 0.7356 0.3362 0.7372
H -18.4503 2.5962 7.1243 0.9831 0.6951 0.0702
H -17.6655 2.1392 5.6207 0.9205 0.5748 3.1300
H -15.9695 3.7047 6.3820 0.2013 0.0687 0.2112
C -15.4775 3.2918 4.1371 0.3484 0.6510 -0.7775
C -15.4604 1.8182 4.3677 2.0919 0.9381 1.6875
O -16.5008 1.1821 3.7353 1.9934 5.6919 -2.5781
H -16.3620 3.7409 4.5889 0.3602 0.1975 -0.4408
H -15.5427 3.4153 3.0560 0.3509 0.6700 1.0325
H -14.5649 3.7814 4.4770 0.0079 0.0227 0.2299
H -15.5832 1.6205 5.4325 0.2011 -0.1513 -0.6509
H -14.5085 1.3569 4.1045 0.2079 0.0037 -0.1966
H -16.1627 0.9786 2.8602 -0.4275 -0.1278 -0.3091
C -18.7934 5.2422 5.5878 -0.6371 0.6377 -1.7589
C -19.3311 4.8138 4.1316 0.7102 1.3990 1.6038
O -18.3742 4.2349 3.3489 1.6012 4.8487 -3.1875
H -18.3774 4.4636 6.2272 -0.6091 0.9641 -1.1075
H -19.6527 5.6060 6.1511 0.8476 1.5294 -0.6835
H -18.0011 5.9809 5.4659 -0.0517 0.1886 -0.1825
H -19.5933 5.7402 3.6205 -0.2106 0.3119 0.3614
H -20.2123 4.1761 4.0603 0.2680 1.0611 1.1637
H -18.2585 3.3152 3.5987 0.8169 2.0759 0.3320
C -19.0566 1.8871 3.1212 1.6096 -1.4877 -0.9797
O -18.3970 2.3581 4.2726 -2.7076 -2.8774 1.1948
H -19.9745 2.4732 3.0774 1.5355 -1.4320 -1.2716
H -18.3704 2.0922 2.2995 -1.2634 -0.1099 0.3157
H -19.1435 0.8046 3.2154 -0.1075 0.5136 -0.3709
H -17.5444 1.9551 4.4524 -0.2861 -0.8179 -2.1324
C -18.7834 1.2178 0.3622 -0.2135 0.9818 -2.4755
O -18.6593 2.4119 -0.3456 -0.1317 1.3907 0.0852
H -19.6443 1.2976 1.0259 -0.0541 0.0972 -0.7681
H -18.9343 0.4931 -0.4379 0.4753 0.7383 0.4931
H -17.9090 0.9996 0.9754 -0.0846 -0.6259 -0.1967
H -17.8781 2.3773 -0.9026 -0.0498 0.1560 -0.1238
C -20.7200 4.0115 1.7836 -0.0144 0.3621 -2.3871
O -21.7276 4.2835 0.7549 0.4102 -0.1820 0.8778
H -21.1678 3.4164 2.5796 0.9927 1.1908 -2.4338
H -19.8872 3.4482 1.3625 -0.1428 0.3072 -0.2696
H -20.2879 4.9376 2.1627 -0.5203 -0.1214 -0.4084
H -21.3753 4.0125 -0.0960 0.1347 -0.0254 0.0661
C -19.5632 -1.0152 1.0242 -2.3170 -1.7040 -1.3273
O -20.9534 -1.3646 1.1597 1.6561 0.6313 -4.9115
H -19.4375 -0.6169 0.0173 -0.5889 -1.3925 1.0978
H -19.3318 -0.2639 1.7793 0.4521 -0.6672 -0.0536
H -18.8958 -1.8754 1.0761 -1.0614 0.2146 -0.3974
H -20.9882 -1.5680 2.0972 -0.5684 -1.2097 -1.6654
C -21.2679 -0.1408 3.4908 -1.3810 -0.2226 0.0863
O -21.0310 -1.5056 3.2470 -0.1522 0.0377 6.2677
H -20.4315 0.3634 3.9748 -0.8335 -0.7399 0.1074
H -21.4650 0.3261 2.5257 0.2123 -0.2367 -0.0443
H -22.1844 -0.1367 4.0809 0.4626 0.6486 -0.2473
H -21.0287 -1.9407 4.1027 0.1008 -0.3396 -0.2233
C -16.5190 2.9381 1.3540 -0.2549 0.4969 -1.0780
O -16.9356 4.1723 0.7877 0.5885 -0.5988 -0.2033
H -17.0607 2.6378 2.2509 0.6522 0.8623 -0.5008
H -16.7511 2.1633 0.6233 0.6451 0.4449 -0.0254
H -15.4508 2.8972 1.5672 0.1778 0.0257 -0.4155
H -16.9459 4.8932 1.4216 -0.1077 -0.2592 0.5620
```
Forces are in eV/Å.

Properties
Orbital gap ... 8.1 eV
E_tot ... -2126.9138 a.u.
HOMO energy ... -0.2904 hartree

***

Molecular formula: C14H27NaO13
Method: DFT, wB97M-V/def2-TZVPD

```
55
Properties=species:S:1:pos:R:3:forces:R:3
Na 0.6558 -0.9018 -0.9836 -0.0111 0.3903 0.2868
C 0.1223 -4.5139 -1.4705 1.4898 0.4911 0.0716
O 0.9962 -3.3614 -1.4583 -2.0422 -1.1807 -0.0744
H -0.6054 -4.6130 -0.6651 0.3850 0.4931 0.6003
H -0.5504 -4.5684 -2.3264 0.3342 0.6282 -0.7165
H 0.7842 -5.3760 -1.5529 -0.2237 -0.2235 0.1128
C -3.5621 3.9644 0.7155 0.9433 1.7720 -1.4585
C -2.4260 3.5922 -0.2542 -1.3083 0.6408 -0.3266
C -1.1501 4.4374 -0.3167 -1.0571 1.8003 1.8408
O -0.1628 3.5007 -0.1894 1.6535 -3.4976 -0.4770
C -0.7350 2.2608 -0.0541 5.6132 -4.3971 1.9449
O -0.0845 1.1512 0.0243 -2.1449 4.9096 -0.9649
O -1.9575 2.3626 0.2901 -1.3967 -0.6423 -0.8996
H -3.0991 4.0396 1.6994 -0.3574 -0.4388 0.1463
H -4.4771 3.3772 0.6384 0.4441 -0.2372 0.1307
H -3.8074 4.9937 0.4539 -0.4348 0.1471 0.1047
H -2.6055 3.4918 -1.3247 -1.2957 -0.7299 0.0947
H -1.1690 5.0484 0.5858 0.4419 0.5187 -0.0173
H -0.8656 5.0337 -1.1836 -0.9895 0.0696 -0.1284
C 0.6022 -0.2995 4.0494 0.5062 0.6625 1.0565
O 1.3776 -1.5038 3.8958 -0.1328 -0.7116 -2.5049
C 1.6920 -1.7987 2.5923 0.5471 2.1768 0.0859
O 1.3722 -1.0790 1.6260 0.2597 -2.3245 1.7554
O 2.5702 -2.8340 2.5687 -1.9685 1.3136 0.9091
C 2.5774 -3.5773 1.3927 0.8821 -1.7067 -1.2013
H 0.2711 -0.3054 5.0879 -0.1478 -0.2717 -0.1418
H -0.2477 -0.1447 3.3848 0.2736 -0.4985 -0.2015
H 1.2879 0.5457 3.9891 -0.0804 0.0716 -0.3742
H 2.9993 -3.0414 0.5424 -0.1057 0.0699 0.0705
H 1.6558 -4.0859 1.1096 -0.6540 0.7768 0.2176
H 3.1847 -4.4581 1.6012 0.5276 0.3222 0.0397
C 4.3487 -0.2778 0.2067 -0.9746 -0.8876 0.4017
O 4.4353 0.9228 -0.5383 -0.1021 0.8297 -0.6551
C 3.4725 1.2683 -1.4200 0.4132 0.7237 -0.7177
O 2.7004 0.5332 -2.0046 -0.0944 -0.0975 0.9748
O 3.5694 2.5979 -1.6708 0.7648 -1.5246 0.8919
C 2.4979 3.2624 -2.3487 -0.2819 -0.4890 0.9232
H 4.1464 -0.0242 1.2473 -0.2757 0.1404 -0.0945
H 5.2243 -0.9253 0.2535 0.5226 0.6825 -0.7377
H 3.5521 -0.9039 -0.1952 -0.1277 0.0944 0.1290
H 2.3367 2.8598 -3.3487 0.2328 0.3972 -0.0452
H 2.7723 4.3111 -2.2349 -0.0814 -0.1081 -0.7119
H 1.6080 3.1010 -1.7402 -0.1738 0.0145 -0.2544
C -2.5142 -1.0770 1.3899 1.9225 0.1731 1.6463
O -3.4330 -1.3378 0.3702 0.8674 -0.6295 -2.5210
C -2.8761 -1.3716 -0.9053 0.9320 1.1216 0.3902
O -1.7694 -0.9167 -1.2007 -1.2853 -1.1041 0.3188
O -3.7380 -1.8928 -1.7343 -1.3507 -0.5481 0.8886
C -3.6234 -2.0936 -3.1353 0.8921 1.1296 -0.9298
H -2.7139 -0.1390 1.9080 -0.2956 -0.0888 -0.1720
H -1.4548 -1.0686 1.1338 -0.1313 0.6702 -1.1135
H -2.3870 -1.8784 2.1177 -1.3830 -0.3452 0.1789
H -2.6019 -2.3300 -3.4333 -0.0686 -0.6177 0.2378
H -3.8067 -1.1749 -3.6924 -0.2154 0.3676 0.3779
H -4.3896 -2.7820 -3.4920 0.3431 -0.2985 0.6124
```
Forces are in eV/Å.

Properties
Orbital gap (alpha / beta) ... 11.2 / 8.3 eV
E_tot ... -1689.8056 a.u.
Charge ... +1
Spin multiplicity ... 2
HOMO energy (alpha / beta) ... -0.4914 / -0.4914 hartree

***

Molecular formula: C5H12N2O
Method: DFT, wB97M-V/def2-TZVPD

```
20
Properties=species:S:1:pos:R:3:forces:R:3
C 0.5066 -0.2615 -2.0451 -1.6332 -1.2139 -1.1585
O 1.3023 -1.4158 -2.1333 1.3404 0.0852 0.6404
C 0.2144 -0.0256 -0.5684 0.0354 1.5823 -0.6443
C -0.7000 1.1356 -0.2503 0.4777 1.2984 0.6942
C -0.8546 1.2703 1.2773 -2.0915 0.8909 -1.0881
C -0.9136 -0.8929 2.2257 0.9618 -1.3133 0.7487
N -1.4991 0.1248 1.8628 1.2780 -0.5094 -0.0265
N 1.4475 0.1092 0.1722 0.1199 -0.3609 0.3765
H -0.4733 -0.3697 -2.5277 -0.0877 -0.4015 0.0516
H 0.9439 0.5068 -2.6809 0.5123 0.5631 0.8310
H 1.0194 -2.2270 -2.5519 -0.8191 0.2846 -0.3155
H -0.3307 -0.8570 -0.1715 0.0679 -1.1223 -0.1924
H -1.6847 1.1841 -0.7098 -0.0260 -0.7976 -0.1818
H -0.3043 2.1270 -0.5195 0.4233 -0.3186 -0.1760
H 0.0816 1.5269 1.7869 -0.0472 -0.3385 0.2398
H -1.6060 2.0589 1.3673 0.5135 0.4665 0.5512
H 0.2099 -0.9492 2.2343 0.1009 0.7680 -0.4447
H -1.2255 -1.8691 2.6103 -1.0822 0.4051 -0.1118
H 1.9075 1.0133 0.1158 -0.1215 -0.0575 -0.0583
H 2.0862 -0.6337 -0.1078 0.0774 0.0893 0.2646
```
Forces are in eV/Å.

Properties
Orbital gap (alpha / beta) ... 10.3 / 4.9 eV
E_tot ... -382.0782 a.u.
Charge ... +1
Spin multiplicity ... 2
HOMO energy (alpha / beta) ... -0.5251 / -0.4928 hartree

***

Values for max |F|, hartree/bohr, ordered as above
0.199, 0.144, 0.049